No. 1
{"formula": "C2N2S3", "method": "ωB97M-V/def2-TZVPD", "lumo_ha": -0.076, "fmax_ev_per_a": 3.95, "homo_lumo_gap_ev": 7.14, "energy_ev": -37555.648, "de_lowest_ev": 2.230, "homo_energy_ev": -9.2040, "elements": ["C", "C", "N", "N", "S", "S", "S"], "positions_angstrom": [[-1.871581, -0.057651, 0.094608], [1.683057, 0.003885, -0.078708], [-0.639962, 0.058366, 0.158359], [0.429326, 0.357750, -0.467521], [-3.358565, -0.408009, 0.291237], [2.377168, -1.393647, 0.258249], [1.828461, 1.766643, 0.144470]], "forces_ev_per_a": [[3.5141, 0.2361, 0.0936], [-0.0595, 0.5040, 1.1486], [-3.5741, -0.9223, 1.4105], [1.4127, 1.7989, -1.9395], [-0.6508, 0.0599, -0.0445], [0.2122, 0.0950, -0.1764], [-0.8547, -1.7715, -0.4923]], "mulliken_charge": [0.489, 0.371, 0.032, -0.247, -0.288, -0.271, -0.086]}


No. 2
{"formula": "C2H8N2O", "method": "ωB97M-V/def2-TZVPD", "multiplicity": 2, "s_squared": 0.750, "lumo_ha": [0.145, 0.141], "fmax_ev_per_a": 3.25, "homo_lumo_gap_ev": [2.67, 9.07], "energy_ev": -7229.000, "total_charge": -1, "de_lowest_ev": 1.814, "homo_energy_ev": [1.2798, -5.2326], "elements": ["C", "O", "H", "H", "H", "N", "C", "N", "H", "H", "H", "H", "H"], "positions_angstrom": [[-2.573763, 0.019589, 0.594018], [-1.720405, -0.176087, -0.516542], [-2.064285, 0.634783, 1.313443], [-3.456505, 0.698711, 0.315583], [-3.111275, -0.896713, 1.000724], [1.210749, -1.091438, 0.282128], [1.433231, 0.150016, 0.361071], [2.026883, 0.941577, -0.628491], [-1.068358, -0.896330, -0.490664], [1.591144, -1.305323, -0.703790], [1.224236, 0.794186, 1.213613], [2.526830, 0.500556, -1.389599], [2.301228, 1.910224, -0.432972]], "forces_ev_per_a": [[-1.5414, 0.0705, -0.5925], [-0.8390, 0.0679, -0.7100], [0.3344, -0.2953, 0.9824], [1.2141, -0.9059, -0.3286], [1.1604, 0.8116, -0.2360], [0.3542, -1.0920, -1.8714], [1.4445, 2.7043, -1.0840], [-0.4834, -0.4551, 0.8432], [-0.2924, 0.3277, 0.9346], [-0.7801, -0.3354, 1.7777], [-0.3880, -0.5605, 0.1692], [-0.0402, -0.0467, -0.0684], [-0.1431, -0.2911, 0.1838]], "mulliken_charge": [-0.827, -0.087, 0.190, 0.220, 0.275, -0.504, -1.773, -2.007, 0.212, 0.560, 1.024, 0.681, 1.037]}


No. 3
{"formula": "C4H9NO3S", "method": "ωB97M-V/def2-TZVPD", "multiplicity": 3, "s_squared": 2.006, "lumo_ha": [0.026, -0.095], "fmax_ev_per_a": 6.74, "homo_lumo_gap_ev": [6.82, 6.54], "energy_ev": -22753.715, "de_lowest_ev": 1.473, "homo_energy_ev": [-6.1173, -9.1307], "elements": ["C", "C", "C", "C", "N", "O", "O", "O", "S", "H", "H", "H", "H", "H", "H", "H", "H", "H"], "positions_angstrom": [[-1.252110, 0.732865, -1.516313], [-0.491954, -1.318403, 0.258415], [-0.178823, -0.020160, 0.935639], [0.355033, -0.314983, 2.316015], [0.894399, 0.509358, 0.094805], [1.215137, 2.067745, -1.856040], [1.074071, -0.273377, -2.376266], [0.262747, -1.988650, -0.399697], [0.365790, 0.955530, -1.493404], [-1.557613, 0.678299, -2.507709], [-1.617082, 1.603329, -1.064792], [-1.552058, -1.739752, 0.184677], [-1.217795, 0.524404, 0.968248], [1.375941, -0.837877, 2.259050], [-0.318375, -1.057665, 2.765291], [0.269289, 0.521274, 2.905307], [1.452621, 1.204841, 0.658532], [0.920782, -1.246777, -2.131760]], "forces_ev_per_a": [[1.7012, -0.0481, 0.2052], [-5.6957, 1.2376, 3.3941], [-1.2866, -0.8343, -0.5147], [0.6308, -2.9114, -0.8180], [-0.6211, 2.1870, 0.3873], [-0.9450, -0.2488, 0.1483], [-0.9382, 0.1336, 0.5206], [4.1667, -3.5607, -3.3735], [3.2905, -2.2954, 0.3222], [-0.6132, -0.4379, -1.8702], [-1.0079, 1.2820, 1.0527], [0.8639, 0.7792, 0.1160], [2.1158, -0.4192, 0.0350], [-1.3321, 1.1799, 0.2032], [0.1614, 0.1857, -0.0740], [0.5782, 2.1438, 1.6228], [-0.7009, -0.5214, -1.6212], [-0.3679, 2.1485, 0.2642]], "mulliken_charge": [-1.005, -0.361, 0.742, -1.540, -0.454, -0.688, -0.514, -0.361, 0.988, 0.393, 0.338, 0.341, 0.191, 0.339, 0.402, 0.489, 0.298, 0.404]}


No. 4
{"formula": "CH4NO3", "method": "ωB97M-V/def2-TZVPD", "lumo_ha": 0.169, "fmax_ev_per_a": 5.07, "homo_lumo_gap_ev": 9.13, "energy_ev": -8733.110, "total_charge": -1, "de_lowest_ev": 3.833, "homo_energy_ev": -4.5448, "elements": ["C", "N", "O", "O", "O", "H", "H", "H", "H"], "positions_angstrom": [[-1.432731, -0.057707, 0.304072], [1.390857, 0.631473, 0.117196], [1.826359, -0.561711, -0.589719], [-0.736848, -1.045817, 0.211664], [-1.471070, 0.891050, -0.530364], [-1.970866, 0.164206, 1.187092], [1.050621, 0.100988, 0.875608], [0.990373, -1.008457, -0.950172], [0.353303, 0.885972, -0.625381]], "forces_ev_per_a": [[0.2684, 2.1465, -1.8274], [-2.5655, 0.6094, -4.3361], [-0.0285, -1.0974, -1.7868], [0.5690, -2.5910, 0.2392], [-0.1881, 0.2094, -0.2867], [-1.2255, -0.1662, 1.7548], [-1.3369, 0.3408, 1.5199], [1.2874, 0.9222, 1.2249], [3.2196, -0.3737, 3.4982]], "mulliken_charge": [0.026, -0.656, -0.420, -0.645, -0.744, 0.419, 0.317, 0.336, 0.367]}